A structure of composition C30H21AlCl4N4O4S, computed with the ωB97M-V functional and the def2-TZVPD basis.

LUMO (eV): 0.277
Charge: 0
E_HOMO (eV): -6.76
E (eV): -113130.5859

Geometry (Å):
Al 1.00901 0.92488 0.33896
O 1.19973 2.37911 1.41950
C 0.24576 3.15158 1.88667
C 0.28871 3.59875 3.21717
C -0.70697 4.40011 3.73078
C -1.77488 4.81814 2.93314
C -1.82060 4.41433 1.61727
C -0.83197 3.58301 1.08268
C -0.88221 3.13940 -0.29992
N -0.19542 2.13149 -0.81769
C -0.48357 2.08870 -2.16777
C -1.36487 3.07179 -2.46666
N -1.60885 3.72744 -1.27781
H 1.11105 3.25860 3.83323
H -0.66774 4.69843 4.77104
H -2.55960 5.43695 3.34581
H -2.65652 4.72421 0.99822
H -0.04021 1.34858 -2.81177
H -1.82974 3.35676 -3.39290
H -2.21197 4.52082 -1.15551
Cl -0.92069 -3.02892 5.29720
C 0.02119 -2.20121 4.10784
C 1.39063 -2.39876 4.03279
Cl 2.17947 -3.45870 5.14765
C 2.14210 -1.73976 3.04756
Cl 3.84897 -1.98596 2.90796
C 1.52985 -0.88020 2.15318
O 2.14356 -0.24805 1.16687
C 0.13167 -0.66108 2.24790
O -0.38546 0.15741 1.34042
C -0.60736 -1.33079 3.20470
Cl -2.31949 -1.08372 3.23431
O 0.48801 -0.50167 -1.04743
S -0.97099 -0.93629 -0.90759
C -0.86364 -2.53545 -0.11909
C 0.38254 -3.03519 0.21681
C 0.46063 -4.29364 0.79800
C -0.69479 -5.02404 1.03540
C -1.94032 -4.48713 0.73088
C -2.03091 -3.23123 0.15510
C -1.35141 -1.47966 -2.57178
C -2.65941 -1.32044 -3.00394
C -2.98480 -1.62322 -4.31931
C -1.99854 -2.06641 -5.18889
C -0.69111 -2.22646 -4.74311
C -0.36203 -1.93266 -3.42991
H 1.26600 -2.43389 0.04089
H 1.42638 -4.69675 1.07307
H -0.62693 -6.01281 1.46979
H -2.84111 -5.04302 0.95426
H -2.99735 -2.79531 -0.07078
H -3.41321 -0.95383 -2.31659
H -4.00214 -1.50231 -4.66720
H -2.24703 -2.28170 -6.21990
H 0.07294 -2.57856 -5.42387
H 0.65125 -2.04370 -3.06487
N 4.47453 2.39736 -1.24257
C 4.47106 1.22770 -1.97205
C 3.28193 0.63444 -1.70463
N 2.56730 1.42891 -0.83563
C 3.31645 2.47459 -0.56674
H 5.23051 3.05650 -1.18744
H 5.29762 0.93263 -2.59199
H 2.87695 -0.29654 -2.05976
H 3.03807 3.26645 0.10801


The molecule C5H10O in a non-equilibrium geometry, computed with the ωB97M-V functional and the def2-TZVPD basis.

LUMO (eV): 1.082
Charge: 0
SMILES string: C[C@H]1C[C@H]1CO
E_HOMO (eV): -9.93
E (eV): -7392.8106

Geometry (Å):
C -1.39545 -0.59296 0.59944
C -0.75954 0.36648 -0.58667
C -0.08612 1.57657 0.01799
C 0.75396 0.52191 -0.63035
C 1.49607 -0.57652 0.09239
O 0.96960 -1.84774 -0.24794
H -1.65561 -1.67562 0.49228
H -0.79411 -0.61046 1.54293
H -2.33225 -0.10070 0.84982
H -1.23098 0.60108 -1.56619
H -0.12712 2.55905 -0.45571
H -0.14598 1.59842 1.09571
H 1.25158 0.84751 -1.54643
H 2.53357 -0.57765 -0.23598
H 1.46971 -0.44919 1.18189
H 0.10611 -1.67008 -0.63555


Q: Which of these has the lowest E?
A: C30H21AlCl4N4O4S


Q: Which of these has the lowest E?
A: C30H21AlCl4N4O4S


Q: What is the E_HOMO in the first record?
A: -6.76 eV